[1]
# C29H44BrN8O3P2S

A cluster of 5 separate species, C29H44BrN8O3P2S in total (ωB97M-V with the def2-TZVPD basis set, OMol25).

The calculation puts the LUMO energy at -2.4 eV. The value obtained for the HOMO-LUMO gap is 8.5 eV. As for the net charge: +1.

CARTESIAN COORDINATES (ANGSTROEM)
1 C 4.4858 0.3163 -0.7083
2 N 4.0860 1.5864 -1.3344
3 C 2.6496 1.6598 -1.5052
4 C 1.8102 1.8568 -0.2032
5 C 0.8751 0.6592 -0.1254
6 N -0.1010 0.6344 1.0334
7 P -1.8421 -0.0601 0.4708
8 N -2.2684 1.2023 -0.5555
9 O -1.1921 -1.1401 -0.5087
10 C -0.1901 1.9187 1.8172
11 Br 1.3322 1.9229 3.0843
12 C -1.4597 1.9733 2.6688
13 C -1.6876 0.8276 3.6821
14 N -1.5697 1.1892 5.0840
15 C -0.1005 3.1544 0.9359
16 C 0.9475 3.1249 -0.2078
17 P 1.8035 4.7507 -0.2475
18 O 3.2680 4.5301 -0.8553
19 O 2.1196 5.1223 1.2894
20 S 0.7529 6.0335 -1.1730
21 H 4.9091 -0.3553 -1.4553
22 H 3.6415 -0.2079 -0.2555
23 H 5.2386 0.4743 0.0639
24 H 4.4172 2.3452 -0.7582
25 H 2.4026 2.4317 -2.2362
26 H 2.3639 0.7002 -1.9456
27 H 2.5133 1.8493 0.6302
28 H 1.4467 -0.2661 -0.0788
29 H 0.2914 0.6215 -1.0445
30 H 0.2255 -0.0716 1.6926
31 H -2.2835 0.9890 -1.5500
32 H -3.1892 1.5577 -0.3157
33 H -1.6727 -1.1873 -1.3859
34 H -1.3665 2.9009 3.2377
35 H -2.3157 2.1187 2.0064
36 H -0.9635 0.0264 3.5076
37 H -2.6670 0.3810 3.5039
38 H -1.8220 2.1499 5.2709
39 H -0.6401 1.0319 5.4433
40 H -1.0884 3.3529 0.5214
41 H 0.0894 3.9740 1.6276
42 H 0.3846 3.1135 -1.1440
43 H 3.9681 4.5692 -0.1943
44 H 2.1813 4.3792 1.9005
45 N -2.8209 -1.9422 -2.5625
46 C -2.3809 -2.5497 -3.6668
47 C -2.8931 -3.7516 -4.1245
48 C -3.9102 -4.3565 -3.4047
49 C -4.3774 -3.7340 -2.2574
50 C -3.8031 -2.5344 -1.8788
51 H -1.5880 -2.0480 -4.2081
52 H -2.5004 -4.1980 -5.0268
53 H -4.3340 -5.2961 -3.7328
54 H -5.1711 -4.1670 -1.6655
55 H -4.1487 -2.0213 -0.9871
56 N -4.6653 9.0204 -2.9722
57 C -4.2380 9.0368 -1.7122
58 C -3.0410 8.4683 -1.3008
59 C -2.2436 7.8469 -2.2484
60 C -2.6760 7.8246 -3.5646
61 C -3.8888 8.4241 -3.8733
62 H -4.8863 9.5310 -0.9968
63 H -2.7430 8.5156 -0.2618
64 H -1.3062 7.3868 -1.9638
65 H -2.0869 7.3544 -4.3406
66 H -4.2556 8.4278 -4.8939
67 N 3.2386 -2.8671 -0.9864
68 C 2.2544 -3.5548 -0.4081
69 C 2.2948 -4.9210 -0.1835
70 C 3.4239 -5.6173 -0.5856
71 C 4.4539 -4.9194 -1.1945
72 C 4.3140 -3.5509 -1.3715
73 H 1.3823 -2.9816 -0.1051
74 H 1.4717 -5.4241 0.3035
75 H 3.4976 -6.6851 -0.4261
76 H 5.3523 -5.4208 -1.5271
77 H 5.1037 -2.9758 -1.8426
78 N 1.3124 -6.3169 3.0172
79 C 0.0116 -6.5971 2.9617
80 C -0.5511 -7.7495 3.4885
81 C 0.2831 -8.6676 4.1062
82 C 1.6389 -8.3917 4.1705
83 C 2.1012 -7.2077 3.6150
84 H -0.6148 -5.8602 2.4688
85 H -1.6164 -7.9204 3.4142
86 H -0.1160 -9.5801 4.5293
87 H 2.3293 -9.0771 4.6424
88 H 3.1562 -6.9598 3.6524

[2]
# C29H44CaF6NO3Sb

A structure of composition C29H44CaF6NO3Sb (ωB97M-V with the def2-TZVPD basis set, OMol25).

The calculation puts the LUMO energy (spin up / spin down) at -5.2 / -5.8 eV. The value obtained for the HOMO-LUMO gap (spin up / spin down) is 6.3 / 6.3 eV. As for the net charge: +1. The spin multiplicity is 2.

CARTESIAN COORDINATES (ANGSTROEM)
1 Ca -1.0238 -2.6768 0.3031
2 C 5.6178 2.0038 0.7806
3 C 4.1041 2.1984 0.7218
4 C 3.7740 3.1909 -0.4041
5 C 3.6338 2.7758 2.0669
6 C 3.3548 0.9006 0.4596
7 C 1.9542 0.9225 0.4242
8 C 1.2317 -0.2294 0.2193
9 N -0.1475 -0.3508 0.1798
10 C -1.0373 0.5774 0.0411
11 C -0.8523 1.9452 -0.3621
12 C -1.9028 2.7898 -0.3902
13 C -3.2506 2.2990 -0.0884
14 C -3.5939 1.0296 0.2043
15 C -2.4710 0.1012 0.3625
16 O -2.5977 -1.0324 0.8063
17 C -5.0712 0.6422 0.3624
18 C -5.8292 1.1334 -0.8799
19 C -5.3305 -0.8630 0.4928
20 C -5.6168 1.3495 1.6091
21 C -1.7818 4.2550 -0.7742
22 C -2.6248 4.5166 -2.0307
23 C -0.3359 4.6541 -1.0592
24 C -2.3031 5.1094 0.3939
25 C 1.9459 -1.5269 0.1954
26 O 1.2915 -2.5821 0.3343
27 C 3.3951 -1.5237 0.0567
28 C 4.0227 -0.3155 0.2152
29 C 4.2431 -2.7744 -0.1863
30 C 3.4628 -4.0429 -0.5422
31 C 5.0641 -3.0513 1.0810
32 C 5.1949 -2.4825 -1.3579
33 H 6.0914 2.9572 1.0132
34 H 6.0286 1.6621 -0.1707
35 H 5.9102 1.2971 1.5590
36 H 4.3144 4.1233 -0.2379
37 H 2.7092 3.4286 -0.4361
38 H 4.0642 2.8007 -1.3802
39 H 4.1840 3.6921 2.2825
40 H 3.8130 2.0768 2.8847
41 H 2.5730 3.0272 2.0600
42 H 1.4505 1.8556 0.6114
43 H 0.1173 2.2760 -0.6892
44 H -4.0420 3.0309 -0.1673
45 H -5.4464 0.6681 -1.7889
46 H -5.7840 2.2158 -1.0048
47 H -6.8813 0.8638 -0.7859
48 H -4.9395 -1.4311 -0.3531
49 H -6.4108 -1.0117 0.5078
50 H -4.9257 -1.2877 1.4078
51 H -5.5440 2.4355 1.5269
52 H -5.0832 1.0419 2.5096
53 H -6.6694 1.0973 1.7430
54 H -2.2801 3.9141 -2.8720
55 H -2.5402 5.5668 -2.3119
56 H -3.6836 4.3099 -1.8758
57 H 0.0804 4.1152 -1.9126
58 H 0.3098 4.4888 -0.1933
59 H -0.2915 5.7169 -1.2968
60 H -3.3540 4.9232 0.6125
61 H -2.2069 6.1644 0.1376
62 H -1.7288 4.9273 1.3031
63 H 5.1009 -0.2864 0.1772
64 H 2.8577 -4.4113 0.2813
65 H 4.1863 -4.8174 -0.8027
66 H 2.8083 -3.9016 -1.4040
67 H 4.4201 -3.2397 1.9413
68 H 5.7222 -2.2172 1.3270
69 H 5.6870 -3.9333 0.9281
70 H 4.6438 -2.2493 -2.2701
71 H 5.8060 -3.3643 -1.5511
72 H 5.8746 -1.6561 -1.1527
73 F -2.4439 -3.4061 -1.1969
74 Sb -3.2796 -4.9304 -0.2920
75 F -4.7246 -4.2740 -1.3423
76 F -2.2753 -4.2086 1.2412
77 F -4.6265 -4.7691 1.0376
78 F -2.8842 -6.6087 0.4786
79 F -2.7610 -5.8428 -1.8870
80 C 0.0881 -6.1750 0.0426
81 O -0.5875 -5.0564 -0.5796
82 H 1.0851 -6.2779 -0.3824
83 H -0.5075 -7.0744 -0.0933
84 H 0.1560 -5.9409 1.1020
85 H -0.7010 -5.2479 -1.5207

[3]
# C29H45BCeO2P2

A structure of composition C29H45BCeO2P2 (ωB97M-V with the def2-TZVPD basis set, OMol25).

The calculation puts the LUMO energy (spin up / spin down) at -3.2 / -3.2 eV. The value obtained for the HOMO-LUMO gap (spin up / spin down) is 5.8 / 5.8 eV. As for the net charge: +1. The spin multiplicity is 2. The energy above the lowest of the compared OMol25 structures with the same formula, charge and spin comes out at 0.0 kcal per mole.

CARTESIAN COORDINATES (ANGSTROEM)
1 Ce 0.7376 -1.8877 1.8488
2 C 2.0336 -3.1530 -0.0715
3 C 2.9876 -2.3335 0.5864
4 C 2.0213 -3.7480 2.1732
5 C 1.4602 -4.0404 0.8800
6 C 2.9772 -2.6701 1.9780
7 C 1.8854 -3.3104 -1.5438
8 H 1.9798 -2.3571 -2.0675
9 H 0.9076 -3.7252 -1.8078
10 H 2.6441 -3.9904 -1.9707
11 C 0.4161 -5.0559 0.5621
12 H 0.7890 -5.7898 -0.1714
13 H -0.4800 -4.5912 0.1124
14 H 0.0963 -5.5979 1.4615
15 C 1.2383 -3.9531 3.4108
16 H 0.8265 -4.9720 3.4065
17 H 0.3090 -3.3097 3.5571
18 H 1.8568 -3.7510 4.2884
19 C 3.5924 -1.8471 3.0446
20 H 4.3800 -2.4142 3.5622
21 H 2.8591 -1.5291 3.8135
22 H 4.0452 -0.9334 2.6359
23 C 3.9395 -1.3822 -0.0645
24 H 4.9309 -1.4480 0.4108
25 H 3.5999 -0.3384 0.0176
26 H 4.0654 -1.6110 -1.1321
27 C -1.0608 0.0879 -2.2551
28 C 0.1070 -0.2335 -2.8274
29 C 1.4478 0.3967 -2.6258
30 C 1.5405 1.8332 -2.0064
31 C 1.3156 2.0466 -0.5726
32 C 0.1366 2.2904 0.1319
33 C -1.2044 1.6566 -0.1692
34 C -1.5102 1.3869 -1.6702
35 H 1.9092 0.4678 -3.6273
36 H 0.9050 2.5033 -2.6269
37 H 2.1059 -0.2830 -2.0559
38 H -1.0780 2.1967 -2.2953
39 H -1.8001 -0.7128 -2.1400
40 H 0.1527 -1.1662 -3.4089
41 H -2.6046 1.4557 -1.7846
42 H -1.2653 0.7044 0.3801
43 H 0.2848 2.3131 1.2191
44 H -2.0120 2.2949 0.2289
45 H 2.5910 2.1256 -2.1830
46 H 2.2017 1.9273 0.0589
47 P -0.5646 4.1608 -2.3196
48 C -1.9745 4.4235 -3.4422
49 C 0.7335 5.1243 -3.1533
50 P 0.1049 4.6257 0.6401
51 C -1.0372 5.0475 -0.7865
52 C 1.4889 5.7687 0.2045
53 C -0.6830 5.7311 1.8806
54 H -2.9148 4.1863 -2.9286
55 H -1.8377 3.7383 -4.2912
56 H -1.9660 5.4659 -3.7879
57 H 0.2652 6.0545 -3.5088
58 H 1.0750 4.5182 -4.0094
59 H 1.5880 5.3333 -2.4958
60 H -0.7878 6.7351 1.4539
61 H -0.0488 5.7608 2.7707
62 H -1.6665 5.3347 2.1371
63 H -2.0592 4.7624 -0.5065
64 H -0.9800 6.1274 -1.0248
65 H 2.0451 5.9774 1.1242
66 H 1.0754 6.7066 -0.1814
67 H 2.1679 5.3214 -0.5213
68 O -1.9664 -2.9130 2.2721
69 B -1.5357 -2.7981 0.8589
70 O -2.6017 -3.2899 0.0811
71 C -3.5452 -3.8140 0.9210
72 C -4.6666 -4.5296 0.6088
73 C -5.4000 -5.0980 1.6658
74 C -5.0278 -4.8609 2.9923
75 C -3.9124 -4.0762 3.2927
76 C -3.1542 -3.5829 2.2478
77 H -4.9544 -4.6499 -0.4384
78 H -6.2741 -5.7106 1.4301
79 H -5.6227 -5.2913 3.8056
80 H -3.6238 -3.8412 4.3177